[1]
C40H45GeInN4 | ωB97M-V/def2-TZVPD

Values from the calculation:
Gap between HOMO and LUMO (alpha / beta) ... 7.133 / 6.050 eV
Maximum force ... 1.7 eV Å⁻¹

The geometry in ORCA input format:
```
! wB97M-V def2-TZVPD RIJCOSX def2/J DEFGRID3
* xyz 3 2
In 0.10202 1.13336 -0.07826
Ge -0.94412 -3.25070 1.24429
N 2.70485 0.62852 -1.03539
N -0.47991 0.99001 -2.57967
N 2.06531 1.45041 1.82456
N 0.24401 3.25981 -1.30589
C -2.85316 1.12501 1.17665
C -0.63216 -0.40798 -4.50274
C 1.77409 2.69559 2.53548
C 0.08699 1.86593 -4.70699
C 2.15444 -3.53509 4.09376
C 1.81478 0.28896 2.67787
C -1.48438 -4.39722 -3.28949
C -2.30065 3.44655 1.54519
C -0.75211 -0.18597 -3.14172
C -2.18235 -3.17758 -1.34271
C 0.47365 4.37500 -0.61119
C 3.18176 -3.31794 1.92126
C -2.49662 -2.60539 2.19756
C 2.65466 -0.54496 -1.90800
C 3.39095 1.43819 1.22613
C -1.07161 -3.66911 -0.64529
C -3.38100 -1.48008 4.13642
C 0.67431 5.60143 -1.21775
C -4.66995 -1.79154 3.71650
C -4.87509 -2.49298 2.53411
C -2.29460 -1.88611 3.38223
C -3.29407 1.43606 -0.10965
C -2.34536 2.13453 2.00159
C -0.36656 -4.86527 -2.60852
C -0.18594 0.63955 -5.29365
C -3.24728 2.74921 -0.55993
C 1.92977 -3.24492 1.33568
C 3.29309 -3.46321 3.30003
C -2.39001 -3.55058 -2.66013
C 3.56083 0.39802 0.12095
C -3.79463 -2.90716 1.77283
C 0.61345 5.65573 -2.60192
C -2.75512 3.75311 0.26727
C 0.89671 -3.46108 3.51640
C 0.33741 4.50116 -3.31815
C -0.16129 -4.51583 -1.28378
C 0.78054 -3.31283 2.13216
C 0.16869 3.30026 -2.63785
C -0.08892 2.01861 -3.33518
C 3.11641 1.80706 -1.79884
H 2.50539 0.26654 3.52858
H 4.07208 -3.28570 1.30664
H 2.47470 1.91856 -2.67116
H 0.23219 4.55064 -4.39113
H -2.06424 1.90216 3.02195
H 0.72509 2.71308 2.83388
H 1.92919 -0.63345 2.11135
H -1.96945 4.24030 2.20289
H -5.88025 -2.73427 2.21636
H 4.27225 -3.53419 3.75433
H 2.38294 2.78625 3.44235
H 3.60709 2.42915 0.82847
H -1.65778 -4.70338 -4.31266
H 0.68830 -4.92322 -0.74964
H 2.01482 -0.34167 -2.76639
H -3.26977 -3.20203 -3.18511
H 0.48991 4.27210 0.46720
H -2.76792 4.78238 -0.06716
H 4.14765 1.22314 1.99110
H 4.61713 0.42270 -0.17672
H 0.01581 -3.54813 4.14028
H 0.79447 0.33310 3.06034
H -1.07419 -0.97763 -2.47493
H 4.15201 1.71432 -2.14871
H -3.73752 0.66752 -0.73067
H -3.22678 -0.94783 5.06541
H 0.77178 6.59035 -3.12286
H 3.03389 2.70874 -1.19407
H -0.87408 -1.37113 -4.92821
H 2.24890 -3.66186 5.16369
H 2.25472 -1.40492 -1.36866
H 0.85758 6.48527 -0.62399
H -0.05083 0.50656 -6.35850
H -2.88159 -2.51196 -0.84971
H 0.43653 2.68046 -5.32313
H 3.35110 -0.60080 0.50724
H -5.51653 -1.49571 4.32129
H -3.96521 -3.48627 0.87425
H -1.28812 -1.65601 3.71250
H -3.64407 3.00118 -1.53468
H 1.98330 3.55615 1.90213
H 0.33532 -5.51991 -3.10683
H 3.65055 -0.81074 -2.28317
H 1.83398 -3.15207 0.25929
H -2.98219 0.12369 1.57034
*
```

[2]
C40H46N10O8P2Re | ωB97M-V/def2-TZVPD

Values from the calculation:
Gap between HOMO and LUMO (alpha / beta) ... 5.866 / 5.080 eV
Maximum force ... 4.7 eV Å⁻¹

The geometry in ORCA input format:
```
! wB97M-V def2-TZVPD RIJCOSX def2/J DEFGRID3
* xyz 2 4
Re 14.89644 11.03512 12.06704
P 15.80263 13.80811 10.30725
P 15.21710 11.49950 8.71430
O 24.50035 11.20842 20.67198
O 15.05713 15.21880 10.39320
O 14.55648 10.88935 9.97222
O 15.15510 13.04307 11.53136
O 17.27282 13.93249 10.22850
O 15.22592 13.13884 8.93424
O 16.56473 10.97619 8.39327
O 14.10903 11.28644 7.56762
N 14.97141 8.97644 11.99894
N 15.16117 11.01685 14.05238
N 12.52662 13.46130 12.81158
N 17.05898 11.36773 12.16987
N 10.62855 12.17006 12.47246
N 12.77887 11.15841 12.12503
N 17.19436 8.34042 11.45470
N 15.47571 7.45164 10.18531
N 20.33826 12.00232 15.72295
N 18.88368 11.47998 17.34814
C 11.98879 12.23797 12.47138
C 12.38578 14.59726 11.92810
C 9.77175 13.28431 12.00389
C 17.43199 11.54842 13.47524
C 16.10018 6.14244 10.07548
C 15.86545 8.25687 11.20869
C 9.85220 11.13707 13.18106
C 16.46236 11.30569 14.47889
C 23.50060 11.43698 19.74802
C 21.30829 11.68321 17.98761
C 22.15816 11.40990 20.22719
C 20.20481 11.75127 17.02684
C 18.77147 11.87494 13.80534
C 13.87972 7.17723 13.30253
C 12.20319 10.02350 11.48155
C 11.64841 6.47624 12.64862
C 22.63469 11.77717 17.51015
C 19.30592 11.86968 11.51220
C 13.81400 8.30425 12.47902
C 11.50282 7.67502 11.89465
C 18.14689 11.54577 16.15389
C 14.57633 10.43586 16.31661
C 23.70814 11.65682 18.36557
C 10.41132 8.99962 10.20574
C 14.28622 7.63258 9.39242
C 11.33232 10.04926 10.39007
C 16.78518 11.24245 15.86271
C 14.26345 10.56365 14.98104
C 12.52300 8.72566 12.02212
C 12.81602 6.25151 13.34123
C 17.74733 8.20476 12.77318
C 13.32774 13.75698 13.96548
C 18.19321 8.17083 10.39896
C 17.97554 11.59133 11.20005
C 19.74200 12.04212 12.80507
C 19.08819 11.87573 15.18954
C 10.45802 7.85118 10.98374
C 25.82071 11.18349 20.16561
C 15.82577 10.74903 16.79628
C 21.09073 11.51488 19.37809
H 13.39025 15.01894 11.81415
H 21.97738 11.24050 21.30748
H 26.47737 10.92318 21.00478
H 9.72069 7.07670 10.87312
H 13.40638 12.92064 14.64832
H 25.91344 10.42162 19.38319
H 13.97374 8.67537 9.42443
H 18.60193 7.16934 10.40846
H 9.65400 9.05357 9.43196
H 9.54051 11.52080 14.16217
H 16.97655 8.33645 13.52792
H 10.09411 13.58092 11.00635
H 16.73923 5.93329 10.93233
H 19.95338 11.94938 10.62814
H 26.13529 12.14704 19.75754
H 13.46444 6.97423 9.70222
H 16.61260 6.03037 9.12279
H 18.48488 11.28477 18.25214
H 12.89926 5.35392 13.98459
H 9.75614 14.13891 12.66600
H 10.83297 5.75298 12.66950
H 17.70772 11.47358 10.14810
H 17.78134 8.38929 9.41119
H 16.02246 10.69124 17.88800
H 18.54730 8.94658 12.91924
H 12.80654 14.57558 14.47954
H 15.42401 15.87301 9.76261
H 24.73186 11.75660 17.96072
H 20.07072 11.48430 19.78902
H 12.01366 14.28263 10.95565
H 15.32552 5.35908 10.09382
H 11.71107 15.33832 12.38192
H 14.32287 14.09973 13.65536
H 10.42686 10.23525 13.35641
H 8.95691 10.86609 12.59314
H 14.73761 7.00074 13.94492
H 19.00055 8.87656 10.58938
H 13.25677 10.30379 14.60416
H 14.50386 7.39518 8.36193
H 14.60140 11.24851 6.69348
H 8.76925 12.86677 11.90430
H 20.78446 12.30728 13.03786
H 13.77378 10.05077 16.96708
H 22.80665 11.97773 16.44439
H 11.29996 10.91890 9.72053
H 18.20504 7.20702 12.90357
*
```

[3]
C40H46N3O2 | ωB97M-V/def2-TZVPD

Values from the calculation:
Gap between HOMO and LUMO ... 7.715 eV
Maximum force ... 1.7 eV Å⁻¹

The geometry in ORCA input format:
```
! wB97M-V def2-TZVPD RIJCOSX def2/J DEFGRID3
* xyz 1 1
O 1.78972 1.69614 5.83241
O -0.78457 3.94083 -5.52653
N -0.24747 2.39300 -2.41870
N -0.24471 4.46643 -3.33237
N -1.09413 -1.14553 0.90853
C 0.04847 1.32545 -0.23645
C 0.83650 1.35911 -5.98038
C -0.48872 0.77630 -7.92467
C 0.65187 0.53064 2.01124
C 1.28909 2.94222 6.37453
C -1.96896 -1.13548 -0.30574
C 0.92815 1.51354 -4.47681
C -1.83431 -1.48203 5.45864
C 1.68987 -0.14097 2.70698
C 0.51524 1.27763 -8.76424
C 0.32878 2.04322 3.88259
C -1.16192 4.29117 -1.04764
C 1.92200 0.15796 4.03868
C -0.31544 2.18717 -3.86035
C -2.11299 -3.88282 5.47654
C -0.08288 3.82616 -2.03600
C 1.32049 1.31096 4.61069
C 2.27694 -6.02405 2.52886
C 0.32031 0.15323 0.60918
C -0.79536 -2.83356 3.72696
C -1.40981 -2.27223 -1.14337
C -1.04969 -1.58204 4.30819
C -1.29137 -3.98301 4.35353
C -0.31053 0.78544 -6.53663
C 1.69836 1.78110 -8.20530
C -0.12857 1.30631 -1.60168
C 0.55779 -4.34682 2.21573
C 1.86219 -4.68554 2.61091
C -0.48250 3.61556 -4.38469
C -0.71495 -3.22448 -0.16598
C 0.11311 -6.66757 1.63156
C -0.97496 -2.60754 1.22105
C 1.87011 1.79733 -6.81705
C -0.31375 -5.34511 1.76477
C -2.38488 -2.63265 6.03999
C 1.31463 4.10290 -1.46970
C -0.02947 -2.93842 2.39510
C -0.08019 1.56648 2.63997
C 1.40460 -7.00895 2.04398
C -0.30688 5.90342 -3.47604
H -0.59867 -0.68773 3.86364
H 0.79267 -2.20634 2.38459
H -1.52571 -0.64928 1.69079
H -0.80316 5.19179 -0.53010
H 0.19278 2.90594 6.50772
H 1.71300 -8.05352 1.97258
H -0.57436 6.17530 -4.49913
H 1.01439 -0.57255 0.15500
H -2.96716 -1.41992 0.03089
H -1.98356 -2.94452 1.51096
H -3.02369 -2.54506 6.92503
H -1.22479 1.59909 -4.08410
H -1.37133 3.50436 -0.31797
H -0.68466 -1.92715 -1.89299
H 1.58193 3.78986 5.72581
H -0.08776 2.97935 4.27328
H 0.37070 -3.32763 -0.35192
H -1.14853 -4.22956 -0.23950
H 2.77941 2.19858 -6.36281
H -1.42585 0.39777 -8.34149
H 1.79180 3.00165 7.33738
H 1.52756 3.43122 -0.63352
H -2.22850 -2.77661 -1.68823
H 2.54443 -3.90857 2.97704
H 2.47714 2.18235 -8.85433
H -2.00023 -0.16822 -0.80368
H 1.81923 2.11406 -4.23627
H 0.66613 6.35628 -3.22117
H 3.27885 -6.30562 2.86651
H 2.32404 -0.90134 2.21246
H -2.09275 4.50548 -1.59274
H -1.05850 -4.97914 3.97640
H 1.36780 5.13921 -1.11505
H -2.53007 -4.78716 5.91722
H 1.08457 0.51812 -4.02623
H 2.07820 3.95320 -2.24765
H 2.59317 -0.42835 4.67011
H -1.07129 6.30528 -2.79219
H -2.01095 -0.49709 5.89447
H -0.17352 0.35679 -2.14491
H 0.05994 2.33015 0.22425
H -1.08208 0.39335 -5.86687
H -0.60209 -7.39455 1.23452
H -1.34906 -5.08191 1.51509
H 0.36381 1.28675 -9.84731
H -0.93241 2.06497 2.14410
*
```

[4]
C40H46N6OPSTi | ωB97M-V/def2-TZVPD

Values from the calculation:
Gap between HOMO and LUMO (alpha / beta) ... 5.999 / 7.236 eV
Maximum force ... 1.7 eV Å⁻¹

The geometry in ORCA input format:
```
! wB97M-V def2-TZVPD RIJCOSX def2/J DEFGRID3
* xyz 1 3
Ti -0.25957 0.13369 -0.02704
S -2.60616 -0.89262 -2.07689
P 1.56906 -1.51860 0.00589
O -1.21605 -0.90749 -1.42203
N 0.69440 1.42677 1.23066
N -0.94536 -0.86983 1.44903
N 1.50973 2.86360 2.61263
N 1.31497 3.57333 1.48818
N 0.02878 1.66403 -1.31447
N -0.44831 4.21198 -2.48397
C -0.67483 -2.23224 1.46219
C -3.29249 -2.53080 -1.80995
C -2.53200 -3.53103 -1.23651
C -2.62370 0.05027 -4.62541
C 3.09668 -1.51873 1.10711
C -4.31140 1.69961 5.35590
C -2.65877 0.73771 2.06411
C -1.59719 -0.50624 3.83377
C -3.40663 1.04974 4.34591
C -0.12433 -5.02353 1.39140
C 0.80667 2.68541 0.66277
C 0.68487 -4.11943 0.72395
C -1.49594 -3.16289 2.12410
C -1.73487 -0.25181 2.45144
C 2.67808 -1.63902 2.57163
C -0.44332 1.82047 -2.59161
C -4.59464 -2.75321 -2.23802
C -2.81231 1.11247 0.60925
C -3.08926 -4.79571 -1.09776
C -0.53517 -1.39649 4.43317
C 2.25353 -2.17209 -1.59037
C -2.44410 0.13183 4.73431
C 0.16383 -6.50103 1.37200
C 3.10399 -1.03487 -2.17271
C -1.90756 -1.16267 -6.56829
C 1.14057 1.59272 2.46030
C -1.81510 -2.22000 -4.40905
C -4.38779 -5.03451 -1.52004
C -1.21366 -4.51108 2.10138
C -2.41321 -0.00516 -5.99386
C -2.31337 -1.05474 -3.84173
C -0.67471 3.04690 -3.14199
C 1.16194 -2.57528 -2.57582
C -3.47480 1.35911 2.99544
C 4.14020 -2.58604 0.78438
C 0.44880 -2.74412 0.76067
C 0.06901 4.09028 -1.27283
C -5.14108 -4.01537 -2.08882
C -1.61170 -2.26658 -5.77742
C 0.32622 2.86292 -0.67772
H -4.68426 0.96036 6.06482
H 1.89780 3.31190 3.42524
H 1.53844 -4.49121 0.16493
H -0.00668 -0.84600 5.21518
H -1.51956 -3.32552 -0.92402
H -3.42013 0.37071 0.09106
H 3.93322 -0.76390 -1.51761
H 3.52169 -1.32596 -3.13750
H -6.15183 -4.20549 -2.42339
H -1.23038 -3.17287 -6.22858
H -1.58770 -3.07878 -3.79104
H 2.48615 -0.14538 -2.32162
H 0.51134 -3.34704 -2.15937
H -0.72519 -7.07672 1.10786
H -5.16347 2.17628 4.87391
H 3.53816 -0.52810 0.95791
H 0.55660 -1.71005 -2.83917
H 4.60207 -2.45306 -0.19263
H -0.97765 -2.27846 4.90004
H -1.74963 -1.20831 -7.63757
H 3.70632 -3.58618 0.84129
H -4.18662 2.10415 2.65563
H -5.16608 -1.95129 -2.69184
H 2.34032 -2.65252 2.78973
H -2.50093 -5.58825 -0.65784
H -2.64526 0.85242 -6.61086
H 4.93469 -2.52920 1.53071
H 1.86493 -0.95280 2.79945
H -4.81908 -6.02009 -1.40325
H -3.02834 0.94511 -4.16656
H 1.16372 0.84990 3.23994
H 0.18430 -1.74403 3.70516
H -1.05114 3.13473 -4.15358
H 0.48926 -6.84303 2.35633
H 3.51821 -1.41153 3.22983
H -3.29305 2.08270 0.51051
H -1.86074 -5.19663 2.63797
H 1.61205 -2.96765 -3.49033
H 2.88395 -3.03797 -1.38440
H -3.77646 2.46122 5.92693
H -2.36247 -2.80122 2.66295
H -2.32518 -0.09538 5.78959
H -0.59610 0.91574 -3.16054
H 0.28972 5.00090 -0.72645
H -1.84082 1.18329 0.10546
H 0.95021 -6.73607 0.65603
*
```

[5]
C40H46NiP2Si | ωB97M-V/def2-TZVPD

Values from the calculation:
Gap between HOMO and LUMO (alpha / beta) ... 7.206 / 6.260 eV
Maximum force ... 2.8 eV Å⁻¹

The geometry in ORCA input format:
```
! wB97M-V def2-TZVPD RIJCOSX def2/J DEFGRID3
* xyz 0 3
Ni -2.90512 1.64621 -1.48083
P -8.70810 0.56805 -2.25570
P -7.43700 -0.17600 -4.64157
Si 3.48186 0.65415 1.26895
C -12.51965 1.43624 -0.75588
C -8.23413 -0.85284 0.16487
C -1.80186 -2.87052 -0.93243
C -9.11000 -0.49924 -8.98331
C -2.30757 -1.62326 1.29968
C -8.60504 0.70757 -8.47954
C -8.13164 0.78396 -7.16884
C 3.60353 1.78100 2.77461
C 0.93321 -2.62489 0.70940
C -7.64374 0.28095 2.22325
C 4.01782 -1.07295 1.82824
C -0.59171 -2.04237 -1.26065
C -5.18274 -1.39702 -5.86982
C -3.87883 -1.89791 -5.83758
C -8.68400 -1.55814 -6.84221
C -1.17585 -1.92349 1.92775
C -8.98621 -1.16853 -2.71048
C -7.81739 1.54301 0.16636
C -9.15370 -1.62656 -8.15769
C -8.29544 -1.56695 -3.81880
C 0.53909 -1.90307 -0.56825
C -11.30293 1.11188 -3.25105
C -0.23397 -3.05557 1.60105
C -12.67775 1.33547 -3.16488
C 0.62776 1.14708 0.21646
C -3.66821 -1.21102 -3.52637
C -7.98136 -0.89248 1.54011
C -13.29809 1.48740 -1.91794
C -11.13695 1.22039 -0.83892
C -10.51922 1.02256 -2.08207
C -5.73016 -0.80584 -4.72764
C 4.69164 1.27501 -0.03645
C -8.13394 -0.36522 -6.35142
C -3.11993 -1.79994 -4.66626
C -2.84677 -2.27630 0.03742
C -7.55044 1.49603 1.53310
C -4.96545 -0.71705 -3.54108
C -0.59929 1.89314 -0.04119
C 1.74636 0.79131 0.60689
C -8.20976 0.37022 -0.51068
H -8.22547 -2.57787 -4.22723
H 3.22729 2.78459 2.51790
H 4.37695 2.27296 -0.38044
H -0.69581 2.62248 0.77922
H -12.98931 1.55324 0.21937
H -8.58553 1.59286 -9.11153
H -5.77318 -1.47532 -6.78365
H -2.30574 -2.99818 -1.89878
H 2.99228 1.38711 3.60405
H -0.55256 2.50358 -0.94965
H -1.54057 1.29460 -0.06059
H 1.39224 -1.42242 -1.06851
H 5.04562 -1.00298 2.21879
H -9.68617 -1.76543 -2.12724
H -3.05209 -1.11958 -2.62143
H 1.61550 -1.97813 1.28192
H -7.75304 1.72365 -6.76696
H -10.54376 1.18788 0.07531
H -1.54276 -3.87511 -0.59210
H -7.46267 0.25018 3.30073
H -0.69554 -1.48485 -2.20555
H -3.45679 -2.36795 -6.72605
H -0.77015 -3.86889 1.08937
H 4.64186 1.87288 3.11531
H -8.75137 -2.43888 -6.20436
H 3.37876 -1.46299 2.63940
H -5.40743 -0.24582 -2.65826
H -2.92659 -0.79651 1.65788
H 5.70374 1.35402 0.37744
H -3.44341 -1.53344 -0.50773
H -3.56488 -3.08154 0.29844
H 1.52755 -3.53193 0.50802
H -13.27788 1.38265 -4.07633
H -14.37556 1.64317 -1.85189
H 0.16282 -3.46645 2.54750
H -9.47852 -0.55263 -10.01146
H -7.28090 2.41077 2.06525
H -10.82621 0.98614 -4.22726
H 4.02041 -1.80474 1.00290
H -8.46738 -1.77340 -0.36044
H -2.09636 -2.17888 -4.64910
H -9.56054 -2.56398 -8.53740
H -0.81890 -1.30266 2.76470
H 4.71877 0.60022 -0.90602
H -8.05658 -1.83880 2.07067
H -7.74638 2.48299 -0.38057
*
```